Density functional theory data (wB97M-V/def2-TZVPD) for a structure of composition C2H4Br3PS in a non-equilibrium geometry.

M   330.8 g/mol
E_tot   -8540.10846 Ha
HOMO-LUMO gap   8.03 eV
Energy relative to the best compared isomer or geometry (same formula, charge and spin)   66.6 kcal/mol

ORCA input file:
```
! RIJCOSX wB97M-V def2-TZVPD def2/J DEFGRID3
* xyz 0 1
Br -0.474 2.838 1.974
Br 0.985 -3.024 1.144
Br -1.749 -0.795 2.511
S 1.466 3.243 2.798
P 0.322 -0.065 1.871
C 0.502 -1.287 0.437
C -0.321 1.252 0.740
H -1.353 1.346 0.282
H -0.485 -1.416 0.034
H 0.307 1.412 -0.013
H 1.291 -0.868 -0.164
*
```